[1]
This record from the Open Molecules 2025 dataset describes the ion C4H3N2O5 with charge -1 in a non-equilibrium geometry. The level of theory is ωB97M-V/def2-TZVPD.

Last column: natural (NBO) charge in e.
Cartesian coordinates (Å):
C  -1.385896  0.092078  0.120595  0.66
C  -0.604329  -1.953912  -0.267314  0.86
C  0.249125  0.123153  0.220458  0.21
C  0.718443  0.892837  -1.116276  -0.61
N  -1.692478  -1.147051  -0.221581  -0.70
N  0.581164  0.658885  1.524048  0.51
O  -2.002199  1.082251  0.385928  -0.64
O  -0.541156  -3.123706  -0.575363  -0.64
O  1.300042  1.656249  1.601789  -0.40
O  0.297169  0.000000  2.527215  -0.38
O  0.551471  -1.218518  0.070178  -0.53
H  0.366066  1.911454  -1.222137  0.23
H  0.365414  0.241958  -1.898481  0.22
H  1.797165  0.784321  -1.149061  0.21

Atoms 1-6, force components in eV/Å:
C 2.2798 -1.1224 0.5921
C -1.0837 0.3727 -0.1797
C -2.4669 0.2425 -3.4248
C 0.4793 -1.2485 2.3204
N -0.9163 -0.4273 -0.2996
N 2.5939 -0.4166 2.2272

Computed properties:
SMILES = C[C@]1([N+](=O)[O-])OC([O-])=NC1=O
Charge = -1
Energy above the lowest of the compared OMol25 structures with the same formula, charge and spin = 357.4 kJ/mol

[2]
This record from the Open Molecules 2025 dataset describes a cluster of 2 separate species, C5H13N3 in total in a non-equilibrium geometry. The level of theory is ωB97M-V/def2-TZVPD.

Last column: natural (NBO) charge in e.
Cartesian coordinates (Å):
C  1.446243  -0.156174  0.028574  0.23
C  0.072350  1.861196  -0.538356  -0.61
C  -2.080701  0.836295  1.144144  -0.66
C  0.219944  0.547805  0.186193  -0.27
C  -0.823676  0.040559  0.929973  0.33
N  1.045926  -1.321579  -2.162311  -1.20
N  1.597693  -1.447497  0.356856  -0.88
N  -0.785992  -1.192019  1.484233  -0.77
H  2.273737  0.419801  -0.388532  0.18
H  2.575859  -1.697499  0.466367  0.36
H  1.469296  -1.708745  -3.001613  0.35
H  0.117044  -0.994606  -2.411607  0.36
H  1.289861  -1.837290  -1.069933  0.43
H  0.107300  -1.683454  1.377317  0.45
H  -1.419551  -1.415191  2.232325  0.38
H  -0.662213  1.789036  -1.345358  0.21
H  -0.248794  2.665975  0.126437  0.20
H  1.018419  2.156560  -0.990477  0.22
H  -1.858497  1.801816  1.598974  0.23
H  -2.780312  0.302068  1.785832  0.21
H  -2.573935  1.032943  0.190962  0.24

Atoms 1-6, force components in eV/Å:
C 0.0839 -1.1403 1.0211
C -0.1048 0.0218 0.1651
C 0.0862 -0.0350 0.0660
C 0.2205 -0.0883 -0.4979
C -0.0455 -0.4379 0.1605
N 1.0731 -1.0137 1.3162

Computed properties:
SMILES = [H]/N=C/C(C)=C(/C)N.N
Energy above the lowest of the compared OMol25 structures with the same formula, charge and spin = 184.4 kJ/mol

[3]
This record from the Open Molecules 2025 dataset describes the molecule C3H6N2O in a non-equilibrium geometry. The level of theory is ωB97M-V/def2-TZVPD.

Last column: natural (NBO) charge in e.
Cartesian coordinates (Å):
N  0.359702  0.821502  1.288015  -0.80
C  0.421128  -0.324531  0.351046  -0.18
C  -0.914012  -0.698120  -0.437618  -0.06
O  -1.903284  0.244700  -0.104801  -0.69
C  1.378669  -0.107546  -0.752373  0.25
N  2.065012  -0.077326  -1.677910  -0.33
H  1.217713  0.894905  1.836824  0.37
H  0.373598  1.724120  0.817056  0.36
H  0.761924  -1.193417  0.934666  0.24
H  -0.834504  -0.698049  -1.545392  0.18
H  -1.339764  -1.684495  -0.208879  0.19
H  -1.586177  1.098260  -0.500636  0.46

Atoms 1-6, force components in eV/Å:
N 0.0768 0.0033 -0.2405
C 0.4757 -0.0694 -0.5202
C -0.8722 0.4293 0.1651
O 0.1050 1.3688 -0.6493
C 0.7328 -0.5520 -0.2443
N -0.2124 0.2900 0.3915

Computed properties:
SMILES = N#C[C@@H](N)CO
Energy above the lowest of the compared OMol25 structures with the same formula, charge and spin = 199.6 kJ/mol

[4]
This record from the Open Molecules 2025 dataset describes a cluster of 11 separate species, C26H48Br20ClN2OP in total in a non-equilibrium geometry. The level of theory is ωB97M-V/def2-TZVPD.

Last column: Mulliken charge in e.
Cartesian coordinates (Å):
C  5.457150  -4.173950  0.024047  -1.04
C  4.378576  -3.125491  0.485268  -0.04
C  3.561418  -2.611237  -0.748375  0.45
C  3.742433  -1.113270  -0.922042  -0.46
N  3.837477  0.016195  -0.990733  -0.45
C  2.030529  -2.933478  -0.728224  0.24
C  1.412737  -2.722293  0.626683  -0.14
N  1.083292  -2.951764  1.686348  -0.48
P  1.532601  -4.603423  -1.459554  0.17
O  2.964012  -5.321327  -1.913156  -0.52
Cl  0.546917  -4.062736  -3.236681  -0.17
H  6.106638  -4.375475  0.907852  0.24
H  6.039897  -3.831687  -0.843520  0.38
H  4.922749  -5.124490  -0.163585  0.20
H  4.942816  -2.273677  0.900140  -0.08
H  3.770911  -3.633767  1.248332  0.31
H  4.020049  -3.060783  -1.649986  0.51
H  1.547400  -2.174320  -1.381661  0.50
H  3.003573  -6.170991  -1.450912  0.36
Br  0.301064  0.696818  0.712818  -0.19
C  -1.617476  1.028871  0.656267  -0.17
C  -2.395325  -0.205610  1.020991  -0.07
Br  -2.431183  -1.483278  -0.453213  -0.18
H  -1.844181  1.399751  -0.337155  0.25
H  -1.791701  1.820974  1.382325  0.26
H  -3.438499  0.040044  1.209259  -0.45
H  -1.988993  -0.728825  1.882980  0.51
Br  1.967857  5.909698  0.500937  -0.15
C  3.261579  4.458013  0.371157  -0.60
C  2.847518  3.275665  1.204573  -0.22
Br  3.184210  3.586787  3.099703  -0.11
H  4.225709  4.867378  0.659844  0.41
H  3.284581  4.190305  -0.683839  0.36
H  3.442900  2.399737  0.949855  0.27
H  1.793076  3.032729  1.107548  0.01
Br  -4.681557  1.799603  2.657611  -0.05
C  -6.347126  1.453925  1.711605  -0.36
C  -7.165399  0.399547  2.408636  -0.51
Br  -6.446174  -1.380473  2.082587  -0.15
H  -6.080908  1.184910  0.693259  0.21
H  -6.873413  2.408371  1.705129  0.39
H  -8.179210  0.375664  2.010182  0.29
H  -7.205996  0.532384  3.485884  0.25
Br  -8.481327  2.391196  5.348265  -0.10
C  -10.149121  2.057239  4.399848  -0.57
C  -10.966159  0.993689  5.082698  -0.55
Br  -10.246320  -0.781389  4.732629  -0.13
H  -9.885289  1.799106  3.377778  0.29
H  -10.675414  3.010402  4.405271  0.38
H  -11.979604  0.975622  4.685071  0.35
H  -11.004871  1.113564  6.161703  0.36
Br  8.807425  -3.600060  1.097042  -0.15
C  8.866964  -1.652432  1.061673  -0.56
C  8.617366  -1.061935  2.423815  -0.59
Br  6.727725  -1.130070  2.888163  -0.09
H  8.141374  -1.329632  0.319772  0.34
H  9.869209  -1.405872  0.715301  0.37
H  8.875534  -0.004011  2.434757  0.35
H  9.156472  -1.570492  3.218196  0.38
Br  -0.299993  -4.833527  -8.206576  -0.16
C  -0.160507  -2.891862  -8.108068  -0.60
C  -0.373552  -2.396739  -6.702346  -0.35
Br  -2.258869  -2.422898  -6.214412  -0.12
H  -0.877251  -2.487921  -8.817207  0.39
H  0.847910  -2.660942  -8.446900  0.33
H  -0.071102  -1.354458  -6.614871  0.37
H  0.153396  -2.987202  -5.957871  0.16
Br  8.226153  2.514635  5.231515  -0.14
C  6.471237  1.928963  5.843594  -0.43
C  6.534189  1.377143  7.243650  -0.58
Br  7.291591  -0.417175  7.270567  -0.14
H  6.106803  1.208717  5.115802  0.22
H  5.846695  2.820276  5.810967  0.31
H  5.532932  1.269136  7.657355  0.36
H  7.136403  1.984186  7.913802  0.38
Br  -2.182384  5.263903  6.076547  -0.14
C  -3.982382  5.033480  6.782558  -0.66
C  -4.827313  4.187424  5.867563  -0.40
Br  -5.419114  5.193368  4.310835  -0.11
H  -4.390124  6.028050  6.940027  0.39
H  -3.850773  4.541252  7.744863  0.38
H  -5.742401  3.876381  6.370191  0.19
H  -4.306240  3.309142  5.495297  0.30
Br  0.801460  -2.360150  -11.753194  -0.15
C  1.184353  -4.270286  -11.810168  -0.55
C  1.350012  -4.755948  -13.225795  -0.58
Br  -0.368435  -4.934380  -14.123643  -0.13
H  0.379120  -4.769063  -11.278063  0.32
H  2.111882  -4.391638  -11.252887  0.36
H  1.783381  -5.754633  -13.238029  0.36
H  1.957239  -4.092600  -13.835432  0.38
Br  -4.398803  1.677129  -1.544213  -0.14
C  -4.579702  3.559611  -2.012208  -0.51
C  -3.251155  4.267072  -1.962956  -0.68
Br  -2.708191  4.631358  -0.128587  -0.11
H  -5.314718  3.985241  -1.334428  0.34
H  -4.979793  3.564040  -3.024967  0.35
H  -3.320016  5.243412  -2.439862  0.39
H  -2.448422  3.697545  -2.423621  0.37

Atoms 1-6, force components in eV/Å:
C -0.8762 -0.1199 1.3251
C 1.2859 -0.3821 -0.9151
C 0.3008 0.6938 0.0665
C -0.4896 -2.9187 0.5917
N 0.2169 1.6804 -0.1751
C -0.2019 1.9322 -0.6872

Computed properties:
SMILES = CC[C@H](C#N)[C@H](C#N)P(O)Cl.BrCCBr.BrCCBr.BrCCBr.BrCCBr.BrCCBr.BrCCBr.BrCCBr.BrCCBr.BrCCBr.BrCCBr

[5]
This record from the Open Molecules 2025 dataset describes a structure of composition C10H19BF8OP2Tc in a non-equilibrium geometry. The level of theory is ωB97M-V/def2-TZVPD.

Last column: Löwdin spin population.
Cartesian coordinates (Å):
Tc  -0.163610  -0.485647  -0.125094  0.89
C  0.615725  0.049469  3.369612  0.01
P  -0.740957  -0.335875  2.226556  0.02
C  -1.655354  -1.702597  2.992671  0.01
C  -1.910998  1.092215  2.279197  0.00
C  -1.434375  2.302521  1.458361  0.00
P  -0.720362  1.841913  -0.173965  -0.01
C  -1.853806  2.334894  -1.488932  0.00
C  0.817810  2.769830  -0.382061  0.00
H  0.199094  0.369377  4.325643  0.00
H  1.265989  0.831862  2.978060  0.00
H  1.215930  -0.845101  3.541261  0.00
H  -1.976308  -1.410691  3.993142  0.00
H  -1.019406  -2.584730  3.073343  0.00
H  -2.528217  -1.952595  2.389186  0.00
H  -2.059654  1.376462  3.322497  0.00
H  -2.865592  0.723790  1.898176  0.00
H  -0.667535  2.862584  1.997035  0.00
H  -2.268906  2.982875  1.281400  0.00
H  -1.874664  3.423595  -1.563794  0.00
H  -2.853891  1.961020  -1.272259  0.00
H  -1.512012  1.924122  -2.439680  0.00
H  0.616256  3.836122  -0.257699  0.00
H  1.227110  2.605149  -1.379666  0.00
H  1.560939  2.465187  0.355731  0.00
C  1.850952  -1.712411  -3.673775  0.00
C  1.686765  -1.416580  -2.190707  0.01
O  0.504372  -0.747036  -1.860178  0.06
C  1.601390  -2.746771  -1.393134  0.00
F  0.521013  -3.419582  -1.771574  0.00
F  1.380217  -2.413130  -0.042948  0.00
F  2.654416  -3.506123  -1.455789  0.00
C  2.856017  -0.529160  -1.666394  0.00
F  2.958557  0.570659  -2.406708  0.00
F  4.008841  -1.153803  -1.626652  0.00
F  2.553083  -0.101421  -0.386329  0.00
H  0.985573  -2.269651  -4.028050  0.00
H  2.752545  -2.299544  -3.841091  0.00
H  1.919730  -0.776946  -4.224180  0.00
F  -2.258531  -2.378751  -0.912804  0.00
B  -2.148544  -1.133146  -0.523750  0.02
F  -3.239619  -0.402374  -0.394657  0.00

Atoms 1-6, force components in eV/Å:
Tc 0.7600 0.6767 -2.3839
C 0.1042 -0.0404 -0.1971
P -0.5509 -0.1606 1.3399
C 0.0914 -0.0502 -0.1834
C 0.1234 -0.0230 -0.3192
C 0.0653 -0.2233 0.0222

Computed properties:
Spin multiplicity = 2
Charge = +2
Energy above the lowest of the compared OMol25 structures with the same formula, charge and spin = 85.8 kJ/mol

| no. | DFT total energy (eV) |
| --- | --- |
| 1 | -17413.98853 |
| 2 | -9864.45552 |
| 3 | -8234.63005 |
| 4 | -1455430.68341 |
| 5 | -55905.36431 |